C2H5FO in the gas phase. Source: OMol25; level of theory: ωB97M-V with the def2-TZVPD basis set.

Summary:
E_LUMO: 0.033 Ha
orbital gap: 11.36 eV
SMILES string: OCCF
energy above the lowest of the compared OMol25 structures with the same formula, charge and spin: 1.2270 eV
largest force on an atom: 0.101 hartree/bohr

```
9
Properties=species:S:1:pos:R:3:nbo_charge:R:1
O 0.376 0.645 -1.122 -0.73
C 0.501 0.161 0.164 -0.09
C -0.716 -0.519 0.325 0.01
F -1.825 0.365 0.224 -0.36
H 0.925 1.335 -1.394 0.47
H 1.439 -0.676 0.255 0.16
H 0.681 1.128 0.685 0.19
H -0.601 -1.076 1.262 0.17
H -0.780 -1.363 -0.398 0.18
```